(1)
ORCA calculation (wB97M-V/def2-TZVPD) on 10 unconnected molecules or ions with the total composition C42H98N6O18 in a non-equilibrium geometry.

Cartesian coordinates (Å):
C  -19.25  -0.77  -7.70
H  -18.03  -1.69  -10.71
C  -12.36  -0.64  -5.88
H  -21.97  -3.22  2.39
H  -19.55  2.28  -3.97
H  -24.17  -4.33  -6.80
H  -13.21  -3.04  -4.70
O  -19.26  3.85  2.93
H  -20.30  -1.13  -2.27
C  -14.55  0.01  -6.44
N  -19.02  4.68  0.84
H  -12.65  -0.65  -10.32
H  -19.01  -0.01  -6.97
H  -12.18  -4.39  -5.16
C  -23.03  -1.56  6.83
C  -21.90  -3.89  -4.32
C  -30.07  -3.50  -3.44
H  -23.98  -2.00  7.11
N  -16.11  2.27  -1.14
H  -14.37  3.32  -0.82
C  -11.68  -0.51  -7.23
C  -20.18  0.28  3.03
H  -10.61  -0.36  -7.01
O  -15.84  -4.76  -6.60
H  -21.13  -0.57  -3.77
H  -23.99  -0.60  -2.22
H  -23.13  -1.68  -5.60
H  -14.30  0.95  -5.96
H  -22.04  -3.04  -3.65
H  -11.49  1.27  -11.86
H  -15.51  -1.23  -1.05
H  -24.47  -2.01  -3.99
C  -17.38  1.77  -0.68
C  -20.63  -4.54  -0.48
C  -28.02  -3.82  -4.48
H  -19.30  -1.58  -4.77
H  -19.55  -4.49  -0.30
H  -23.63  1.76  1.42
C  -11.17  -1.73  -9.17
C  -21.00  0.84  -2.14
O  -13.73  -1.04  -5.96
H  -15.58  -0.24  -6.19
H  -20.50  3.72  -3.67
C  -16.24  -1.93  -1.46
H  -10.93  2.44  -10.62
O  -29.13  -2.98  -4.31
N  -21.33  -3.56  0.34
H  -18.75  5.94  -0.80
H  -17.47  -2.84  -3.63
H  -25.86  -0.31  0.10
H  -18.71  -2.41  -2.47
N  -18.38  -0.79  -8.84
H  -17.51  4.57  2.17
H  -11.23  -1.14  -11.18
O  -15.47  3.13  0.86
H  -22.70  0.95  4.74
O  -11.90  -1.67  -7.97
C  -15.76  1.82  -2.46
H  -15.64  0.73  -2.45
H  -22.68  -2.07  0.60
H  -19.50  2.96  -2.37
H  -17.58  2.10  0.34
H  -17.89  4.44  -0.92
H  -24.71  0.89  -0.46
O  -17.17  1.03  -8.21
H  -27.82  -4.42  -3.58
C  -11.55  -0.71  -10.21
O  -21.29  2.02  -2.82
C  -17.42  0.15  -9.02
O  -23.31  -0.39  6.09
O  -26.51  -2.35  -3.49
H  -21.07  4.44  1.29
C  -18.57  -1.06  -4.13
H  -16.92  -2.28  -0.66
H  -20.19  0.92  0.95
C  -23.65  -4.69  -5.89
O  -25.92  0.08  -1.88
H  -22.41  -2.29  6.31
H  -16.58  1.96  -3.17
H  -19.09  0.28  3.04
H  -10.10  -1.64  -8.93
H  -20.26  -0.51  -8.05
H  -25.03  -1.75  -1.38
C  -21.33  -3.84  1.77
O  -10.96  0.53  -9.98
N  -22.73  -3.76  -5.50
H  -12.23  0.30  -5.32
H  -22.59  -0.92  3.33
H  -20.31  -3.67  2.16
H  -25.57  -0.62  -4.15
H  -14.84  2.30  -2.80
H  -15.71  -2.77  -1.90
C  -26.76  -3.00  -4.70
C  -20.17  2.79  -3.22
H  -20.47  -0.73  1.15
H  -22.00  -4.82  -3.79
C  -14.74  -5.92  -4.33
H  -21.93  -1.97  4.53
H  -11.86  -1.44  -5.32
C  -18.20  5.22  -0.19
H  -20.29  1.01  -1.31
H  -15.56  -6.38  -4.88
C  -20.36  4.29  0.49
C  -18.58  -1.87  -9.80
C  -22.29  0.06  5.23
C  -22.65  -2.49  -6.17
H  -20.84  -3.77  -4.64
C  -15.28  2.94  -0.33
C  -20.72  0.23  1.64
C  -25.73  0.54  -0.60
H  -23.08  -2.48  -7.16
H  -11.39  -2.69  -9.62
H  -15.18  -5.61  -3.37
H  -28.20  -4.47  -5.35
H  -18.30  -2.81  -9.33
H  -20.89  -4.36  -1.52
H  -30.81  -2.74  -3.22
H  -21.54  -4.90  1.94
H  -14.49  0.03  -7.53
H  -19.28  -1.74  -7.20
H  -13.98  -6.68  -4.14
O  -22.45  -2.59  -1.39
H  -26.50  1.25  -0.32
H  -21.45  0.42  5.85
C  -25.03  -0.98  -2.17
H  -12.09  0.37  -7.74
H  -14.33  -3.43  -6.57
C  -17.93  -1.98  -3.13
H  -17.81  -0.63  -4.78
C  -25.35  -1.52  -3.54
C  -21.88  -0.94  4.16
H  -22.11  2.30  2.23
H  -20.93  -5.53  -0.12
H  -20.29  3.21  0.27
C  -13.02  -4.10  -4.54
H  -21.58  -2.25  -6.27
H  -16.85  -0.01  -9.95
H  -20.76  4.62  -0.47
H  -18.19  2.07  -1.35
C  -14.82  -4.32  -6.15
H  -17.36  0.68  -0.73
H  -19.65  -1.93  -10.05
O  -17.03  -1.23  -2.39
O  -22.11  0.38  1.53
H  -12.88  -4.29  -3.48
O  -20.53  -0.86  3.79
C  -11.51  1.54  -10.80
H  -29.58  -3.79  -2.50
C  -18.58  4.33  2.06
O  -19.20  0.06  -3.55
N  -14.20  -4.79  -5.04
H  -25.93  -3.65  -4.99
H  -26.89  -2.24  -5.49
C  -22.55  1.75  1.38
H  -22.44  -1.28  7.72
C  -20.44  -0.29  -2.96
H  -30.56  -4.39  -3.85
H  -21.95  0.50  -1.74
C  -22.19  -2.65  -0.20
O  -23.93  -5.70  -5.26
H  -22.24  2.18  0.42
H  -12.53  1.80  -10.48
H  -17.27  5.67  0.15
H  -20.56  1.18  3.54

Calculated values
2S+1   1
Frontier orbital gap   9.49 eV
LUMO   0.30 eV
SMILES   COCCOCCOC.COCCOCCOC.COCCOCCOC.COCCOCCOC.CN(C)C=O.CN(C)C=O.CN(C)C=O.CN(C)C=O.CN(C)C=O.CN(C)C=O
ΔE to the lowest compared entry with this formula, charge and spin   0.000 eV
Molar mass   975.3 u

---

(2)
ORCA calculation (wB97M-V/def2-TZVPD) on a molecular structure, C27H23CaF6N9O5S4.

Cartesian coordinates (Å):
C  -2.10  -0.36  5.23
C  -2.23  3.89  3.25
H  -1.31  -0.39  -5.62
H  -0.94  2.56  -1.52
C  3.20  -1.20  0.56
C  2.08  4.03  -1.88
C  -0.57  2.72  2.00
S  2.29  -3.75  -3.28
N  0.84  1.72  -0.94
S  -3.33  -0.16  3.95
C  5.19  -2.53  0.46
N  -1.54  -0.17  -2.29
S  -0.74  -0.69  2.51
C  -0.91  3.49  3.10
O  2.67  -4.60  -4.36
H  4.88  -0.73  -0.69
C  -1.02  -0.22  -3.51
H  1.63  -1.92  1.84
N  2.38  -0.12  0.13
N  -2.01  4.60  5.56
H  -4.78  -0.47  -3.10
F  -0.94  -4.87  0.20
N  -3.24  -0.28  1.44
H  -3.80  -0.54  -5.39
H  -4.18  3.81  2.36
C  4.63  -3.41  1.38
N  0.70  -3.83  -3.10
Ca  -0.22  -0.45  -0.20
C  2.63  -2.09  1.47
C  -3.16  -0.43  -4.52
H  5.19  -4.28  1.69
C  0.13  2.72  -1.48
C  0.70  3.88  -1.96
C  -3.42  -0.28  -0.79
C  -1.79  -0.35  -4.66
H  0.08  4.65  -2.39
H  2.56  4.93  -2.24
C  -2.87  -0.28  -2.15
O  0.68  -2.40  -1.01
H  2.93  -3.89  2.59
H  3.90  3.05  -1.24
F  2.27  -1.09  -3.06
C  2.54  -2.05  -3.96
F  3.81  -1.92  -4.33
H  -0.15  3.78  3.81
C  -3.72  -0.39  -3.25
N  -1.45  2.32  1.08
C  2.16  1.87  -0.88
C  -2.43  -0.39  2.46
F  1.75  -1.84  -5.02
C  2.83  3.00  -1.32
H  -2.63  -0.24  6.18
H  6.17  -2.72  0.05
C  -2.72  4.73  4.40
H  -1.65  -1.35  5.19
C  0.09  -4.91  -0.64
C  4.48  -1.41  0.05
O  3.02  -3.75  -2.05
H  0.06  -0.15  -3.58
S  -0.02  -3.44  -1.77
O  -1.42  -3.23  -1.97
N  2.99  0.83  -0.36
F  0.04  -6.04  -1.34
C  3.36  -3.19  1.89
O  -3.66  5.48  4.28
H  -3.41  2.37  0.48
F  1.22  -4.89  0.06
C  -3.15  3.51  2.28
H  -2.38  5.06  6.37
H  -1.32  0.39  5.16
H  0.45  2.38  1.87
H  -1.42  3.80  5.71
N  -2.64  -0.34  0.22
H  -4.50  -0.22  -0.65
C  -2.71  2.72  1.23

Calculated values
2S+1   1
Frontier orbital gap   6.56 eV
LUMO   -1.46 eV
ΔE to the lowest compared entry with this formula, charge and spin   0.000 eV
Molar mass   835.9 u

---

(3)
ORCA calculation (wB97M-V/def2-TZVPD) on a molecular structure, C24H30N6O3 in a non-equilibrium geometry.

Cartesian coordinates (Å):
H  1.19  1.06  -2.32
C  -0.77  1.49  -1.40
C  -6.09  1.44  -0.70
H  -4.38  1.94  0.51
N  -0.43  -2.02  -0.27
H  -6.00  1.80  1.32
C  -7.54  0.71  -0.53
H  3.39  -0.87  2.67
C  3.70  -2.96  -1.29
H  -1.38  1.48  -2.17
H  -4.47  -2.61  1.64
C  6.32  3.08  -0.28
H  5.61  3.59  -1.08
H  -8.20  -1.15  0.29
H  5.64  -1.54  1.80
C  -3.84  -1.96  0.89
H  7.33  3.35  -0.55
H  0.73  3.03  -1.85
H  1.94  -2.20  -0.50
H  -1.31  2.10  -0.48
H  2.03  -1.22  1.97
O  1.28  3.00  0.67
O  4.77  1.00  -0.35
C  -1.52  -1.64  -0.01
H  6.15  3.32  0.57
C  4.36  0.95  1.14
C  5.27  -1.83  0.75
N  2.15  0.84  -0.07
H  2.66  1.16  2.01
H  2.09  0.13  -0.73
C  -5.42  1.40  0.44
H  6.92  1.15  0.20
C  -6.37  -0.61  1.17
N  -5.19  0.22  0.74
N  -2.02  -0.38  -0.05
H  -8.08  1.29  -0.12
C  3.84  -1.87  0.72
C  0.59  2.02  -1.60
C  5.22  -3.12  -1.23
C  3.01  -0.99  1.69
C  1.48  1.86  -0.18
N  0.10  -1.00  -0.83
C  -0.93  0.06  -0.68
C  6.25  1.56  -0.48
H  7.00  -2.80  0.18
H  -7.93  0.93  -1.58
H  6.34  1.19  -1.52
H  3.31  -3.53  -2.26
H  -7.13  0.05  2.02
C  -7.20  -0.51  -0.17
C  -2.63  -2.49  0.81
H  5.82  -3.64  -1.69
H  -6.29  -1.83  1.56
H  -6.28  2.63  -1.11
O  5.07  1.08  2.18
N  -3.13  0.27  0.09
C  -4.16  -0.49  0.79
H  -6.69  -1.20  -0.86
H  -2.51  -3.49  1.17
C  2.93  0.62  1.11
C  5.84  -2.57  -0.13
H  -5.54  0.94  -1.53
C  3.11  -2.21  -0.53

Calculated values
2S+1   1
Frontier orbital gap   8.13 eV
LUMO   -0.18 eV
ΔE to the lowest compared entry with this formula, charge and spin   25.096 eV
Molar mass   450.5 u

---

(4)
ORCA calculation (wB97M-V/def2-TZVPD) on C4H6O in the gas phase.

Cartesian coordinates (Å):
H  -1.02  2.14  -0.55
C  1.46  -1.27  0.40
O  0.12  -0.88  0.12
H  1.90  -0.59  1.13
C  -2.46  0.47  -0.17
H  2.06  -1.27  -0.52
C  -1.19  1.08  -0.35
C  -0.02  0.38  -0.24
H  0.93  0.90  -0.41
H  -3.20  1.29  -0.21
H  1.42  -2.27  0.81

Calculated values
2S+1   1
Frontier orbital gap (alpha / beta)   7.46 / 7.46 eV
LUMO (alpha / beta)   -0.38 / -0.38 eV
ΔE to the lowest compared entry with this formula, charge and spin   3.939 eV
Molar mass   70.1 u

---

- Among the records above, which one has the highest ΔE to the lowest compared entry with this formula, charge and spin?
  C24H30N6O3

---

- Which formula does entry 2 have?
  C27H23CaF6N9O5S4

---

- Look up the 2S+1 of the first one.
  1